Version a
Below is 2 unconnected molecules or ions with the total composition C2H4NO2S, with properties calculated with wB97M-V/def2-TZVPD.

Last columns: bonded neighbours and bond lengths (Å).
CARTESIAN COORDINATES (ANGSTROEM)
1 O 0.323 -0.732 1.488  S4 1.544
2 N -2.044 -2.310 -0.483  C7 1.144
3 H -0.753 2.435 -0.114  C9 1.016
4 S 0.656 -1.550 0.222  O1 1.544, O6 1.463, C7 1.760
5 H 0.140 0.871 -0.080  C9 1.014
6 O 1.258 -2.855 0.494  S4 1.463
7 C -0.956 -2.131 -0.180  N2 1.144, S4 1.760
8 H 0.868 2.357 0.259  C9 1.086
9 C 0.068 1.862 -0.284  H3 1.016, H5 1.014, H8 1.086, H10 1.119
10 H 0.440 2.052 -1.322  C9 1.119

The charge is -1. The calculation puts the frontier orbital gap at 8.27 eV.

***

Version b
Below is a gas-phase ion, C2H4NO2S (charge -1), with properties calculated with wB97M-V/def2-TZVPD.

Last columns: bonded neighbours and bond lengths (Å).
CARTESIAN COORDINATES (ANGSTROEM)
1 N -1.392 0.300 0.899  C7 1.338, H8 1.038
2 C 0.403 -0.546 -0.668  H3 1.126, H5 1.083, H6 1.054, C7 1.508
3 H 0.087 -0.839 -1.709  C2 1.126
4 S -0.466 2.453 -0.597  C7 2.022, O9 1.474, O10 1.510
5 H 1.334 -0.003 -0.780  C2 1.083
6 H 0.433 -1.419 -0.078  C2 1.054
7 C -0.542 0.491 -0.115  N1 1.338, C2 1.508, S4 2.022
8 H -1.981 1.144 1.040  N1 1.038
9 O -1.589 2.960 0.212  S4 1.474
10 O 0.821 2.851 0.084  S4 1.510

The charge is -1. The calculation puts the frontier orbital gap at 7.23 eV.

***

Here are the energies relative to the best structure, in hartree: version a 0.0084; version b 0.0000.

***

Version a
Below is C22H23NO6 in the gas phase, with properties calculated with wB97M-V/def2-TZVPD.

Last columns: bonded neighbours and bond lengths (Å).
CARTESIAN COORDINATES (ANGSTROEM)
1 C 2.807 -1.826 -1.873  H12 1.093, C18 1.529, C34 1.506, H35 1.093
2 C -0.585 1.348 0.723  O19 1.348, C33 1.403, C46 1.392
3 H 1.209 0.675 1.625  C46 1.077
4 H 1.270 -3.190 -0.096  C23 1.080
5 O -2.759 -1.210 -1.004  C10 1.359, C21 1.416
6 C -3.316 1.296 0.518  C15 1.444, H32 1.078, C49 1.352
7 C 1.576 2.199 0.130  C27 1.402, O31 1.359, C46 1.383
8 H -1.345 0.202 -2.468  C28 1.079
9 H 0.204 -2.858 2.029  C16 1.093
10 C -1.413 -1.390 -1.067  O5 1.359, C26 1.403, C28 1.396
11 C 0.607 -0.626 -2.169  C28 1.378, C34 1.388, H38 1.080
12 H 2.937 -2.852 -2.225  C1 1.093
13 O -3.189 -0.366 2.193  C15 1.209
14 H 3.742 0.486 -0.923  N22 1.009
15 C -2.647 0.426 1.456  C6 1.444, O13 1.209, O19 1.370
16 C -0.876 -2.975 1.899  H9 1.093, H24 1.088, O40 1.418, H41 1.095
17 C -3.366 3.006 -1.282  H42 1.089, H44 1.086, H45 1.089, C49 1.493
18 C 3.757 -1.614 -0.693  C1 1.529, N22 1.443, H37 1.092, H50 1.097
19 O -1.281 0.504 1.511  C2 1.348, C15 1.370
20 H -4.595 -1.952 -0.743  C21 1.090
21 C -3.587 -2.190 -0.403  O5 1.416, H20 1.090, H29 1.091, H52 1.092
22 N 3.723 -0.248 -0.230  H14 1.009, C18 1.443, C51 1.342
23 C 0.715 -2.424 -0.618  H4 1.080, C26 1.390, C34 1.385
24 H -1.218 -3.852 2.445  C16 1.088
25 H -0.840 3.662 -1.729  C48 1.078
26 C -0.647 -2.326 -0.358  C10 1.403, C23 1.390, O40 1.381
27 C 0.969 3.023 -0.829  C7 1.402, H30 1.078, C48 1.371
28 C -0.750 -0.532 -1.947  H8 1.079, C10 1.396, C11 1.378
29 H -3.314 -3.194 -0.728  C21 1.091
30 H 1.598 3.669 -1.421  C27 1.078
31 O 2.927 2.310 0.236  C7 1.359, C36 1.413
32 H -4.391 1.213 0.497  C6 1.078
33 C -1.210 2.187 -0.211  C2 1.403, C48 1.401, C49 1.442
34 C 1.357 -1.606 -1.533  C1 1.506, C11 1.388, C23 1.385
35 H 3.094 -1.155 -2.686  C1 1.093
36 C 3.566 1.608 1.282  O31 1.413, H43 1.095, H47 1.094, C51 1.536
37 H 3.480 -2.239 0.158  C18 1.092
38 H 1.076 0.048 -2.871  C11 1.080
39 O 3.543 -0.702 1.980  C51 1.212
40 O -1.220 -3.203 0.542  C16 1.418, C26 1.381
41 H -1.384 -2.085 2.283  C16 1.095
42 H -3.046 2.772 -2.296  C17 1.089
43 H 3.105 1.821 2.253  C36 1.095
44 H -4.439 2.851 -1.211  C17 1.086
45 H -3.149 4.056 -1.092  C17 1.089
46 C 0.796 1.350 0.894  C2 1.392, H3 1.077, C7 1.383
47 H 4.595 1.978 1.294  C36 1.094
48 C -0.392 3.014 -0.992  H25 1.078, C27 1.371, C33 1.401
49 C -2.648 2.138 -0.302  C6 1.352, C17 1.493, C33 1.442
50 H 4.779 -1.873 -0.997  C18 1.097
51 C 3.598 0.088 1.063  N22 1.342, C36 1.536, O39 1.212
52 H -3.552 -2.134 0.687  C21 1.092

The calculation puts the frontier orbital gap at 8.26 eV.

***

Version b
Below is C22H23NO6 in the gas phase, with properties calculated with wB97M-V/def2-TZVPD.

Last columns: bonded neighbours and bond lengths (Å).
CARTESIAN COORDINATES (ANGSTROEM)
1 C 1.868 3.053 2.284  C7 1.482, O17 1.207, O43 1.341
2 C -2.550 -4.805 -4.323  H18 1.080, C22 1.395, C30 1.379
3 C -3.840 -1.827 -7.013  O21 1.409, H27 1.094, H29 1.094, H36 1.089
4 C 2.370 6.254 5.403  C11 1.524, H23 1.092, H26 1.093, C40 1.526
5 C -0.202 -5.118 -1.341  C8 1.531, H14 1.093, H38 1.093, C45 1.495
6 H -0.865 -1.363 -4.505  C46 1.079
7 C 1.286 1.787 1.779  C1 1.482, C33 1.393, C48 1.394
8 C -1.092 -5.571 -2.502  C5 1.531, O9 1.208, C22 1.472
9 O -1.448 -6.721 -2.600  C8 1.208
10 H -0.032 -3.028 -2.915  C25 1.078
11 C 2.925 6.085 6.812  C4 1.524, H39 1.088, H49 1.087, H52 1.087
12 H 2.830 4.251 4.754  C40 1.092
13 C 0.282 -0.614 0.799  C16 1.394, C44 1.396, N50 1.391
14 H 0.810 -4.902 -1.691  C5 1.093
15 H -0.705 2.158 2.476  C48 1.078
16 C 1.628 -0.300 0.619  C13 1.394, C33 1.379, H37 1.077
17 O 3.035 3.347 2.185  C1 1.207
18 H -3.013 -5.779 -4.265  C2 1.080
19 H 1.203 4.439 5.424  C40 1.093
20 H 2.176 5.495 2.726  C28 1.095
21 O -2.774 -1.613 -6.117  C3 1.409, C31 1.352
22 C -1.492 -4.525 -3.457  C2 1.395, C8 1.472, C25 1.398
23 H 3.126 6.720 4.768  C4 1.092
24 H -3.840 -4.118 -5.866  C30 1.078
25 C -0.882 -3.270 -3.534  H10 1.078, C22 1.398, C46 1.375
26 H 1.503 6.918 5.430  C4 1.093
27 H -3.622 -2.645 -7.707  C3 1.094
28 C 1.406 5.084 3.387  H20 1.095, H35 1.093, C40 1.526, O43 1.426
29 H -4.774 -2.038 -6.482  C3 1.094
30 C -3.012 -3.867 -5.222  C2 1.379, H24 1.078, C31 1.394
31 C -2.408 -2.612 -5.283  O21 1.352, C30 1.394, C46 1.400
32 H 3.158 1.154 0.981  C33 1.079
33 C 2.119 0.893 1.109  C7 1.393, C16 1.379, H32 1.079
34 O 1.446 -2.901 -0.732  C47 1.214
35 H 0.531 5.738 3.388  C28 1.093
36 H -3.945 -0.899 -7.572  C3 1.089
37 H 2.273 -0.989 0.101  C16 1.077
38 H -0.158 -5.950 -0.632  C5 1.093
39 H 2.179 5.638 7.465  C11 1.088
40 C 1.963 4.914 4.798  C4 1.526, H12 1.092, H19 1.093, C28 1.526
41 H -1.598 0.027 1.609  C44 1.081
42 O -1.890 -3.769 -0.273  C45 1.210
43 O 0.947 3.844 2.853  C1 1.341, C28 1.426
44 C -0.556 0.278 1.472  C13 1.396, H41 1.081, C48 1.378
45 C -0.746 -3.917 -0.637  C5 1.495, O42 1.210, C47 1.543
46 C -1.332 -2.332 -4.432  H6 1.079, C25 1.375, C31 1.400
47 C 0.295 -2.812 -0.357  O34 1.214, C45 1.543, N50 1.349
48 C -0.059 1.468 1.957  C7 1.394, H15 1.078, C44 1.378
49 H 3.212 7.048 7.227  C11 1.087
50 N -0.274 -1.801 0.332  C13 1.391, C47 1.349, H51 1.019
51 H -1.264 -1.946 0.523  N50 1.019
52 H 3.801 5.440 6.801  C11 1.087

The calculation puts the frontier orbital gap at 8.44 eV.

***

Here are the energies relative to the best structure, in hartree: version a 0.0226; version b 0.0000.